# 1
C7H26N10O7Zn as an isolated structure in a non-equilibrium geometry, computed with wB97M-V/def2-TZVPD.

Geometry as XYZ:
```
51
Properties=species:S:1:pos:R:3:mulliken_charge:R:1
Zn -16.5523 10.1086 11.1452 1.612
C -16.3737 9.1683 7.9495 0.538
O -16.4387 9.4161 9.1708 -0.554
N -15.5937 9.9504 7.1584 -0.425
N -16.7692 8.0422 7.3492 -0.370
H -15.6811 9.9111 6.1593 0.212
H -15.1866 10.7621 7.5854 0.183
H -16.4539 7.7838 6.4336 0.179
H -17.3282 7.3449 7.8109 0.207
C -13.2799 10.7597 11.1834 0.591
O -14.4896 10.5653 11.1954 -0.484
N -12.4969 10.6442 12.3001 -0.397
N -12.5467 11.1849 10.0995 -0.411
H -11.5119 10.7562 12.1758 0.175
H -12.9495 10.4449 13.1731 0.190
H -11.5517 11.2677 10.1604 0.158
H -13.0034 11.4996 9.2652 0.176
C -16.4207 10.5789 14.4295 0.481
O -16.4347 10.5047 13.1918 -0.364
N -15.9569 11.6864 15.0855 -0.413
N -16.6195 9.5284 15.2383 -0.383
H -16.0482 11.6816 16.0868 0.174
H -15.7622 12.5913 14.6976 0.213
H -16.4079 9.4411 16.2141 0.219
H -16.6634 8.6732 14.7013 0.225
C -17.1071 13.1588 10.2659 0.573
O -16.8440 11.9833 10.5462 -0.715
N -16.3206 13.9056 9.4711 -0.416
N -18.2476 13.7945 10.6775 -0.446
H -16.5296 14.8839 9.4010 0.186
H -15.4388 13.5522 9.1501 0.213
H -18.6315 13.5601 11.5773 0.318
H -18.4193 14.7146 10.3148 0.161
C -19.6199 9.9962 10.4414 0.641
O -18.5707 9.8274 11.0798 -0.403
N -20.2147 8.9625 9.7555 -0.443
N -20.3251 11.1513 10.3976 -0.380
H -21.2129 9.0706 9.7087 0.198
H -19.7888 8.0563 9.8016 0.236
H -19.8810 11.9929 10.7059 0.149
H -21.1578 11.0877 9.8447 0.184
C -14.9875 7.7343 12.4485 -0.176
C -14.7075 6.2244 12.3338 -0.560
O -15.7688 5.5054 12.9035 -0.496
O -16.1558 8.1382 11.6799 0.209
H -14.2593 8.2850 11.8408 -0.079
H -14.9298 8.3031 13.3777 0.270
H -13.7692 6.0233 12.8508 0.383
H -14.4735 6.0043 11.2871 0.279
H -16.6032 5.6507 12.4549 0.301
H -16.8404 7.4799 11.8425 0.084
```

E_LUMO = -4.61 eV
Total energy = -3135.6578 hartree
ΔE to the lowest compared entry with this formula, charge and spin = 65.2 kJ/mol
Largest force on an atom = 2.85 eV Å⁻¹
Gap between HOMO and LUMO = 0.402 hartree
Total charge = +2
Highest occupied orbital energy = -15.5 eV

---

# 2
C7H26N4OPZr as an isolated structure in a non-equilibrium geometry, computed with wB97M-V/def2-TZVPD.

Geometry as XYZ:
```
40
Properties=species:S:1:pos:R:3:mulliken_charge:R:1
C -0.6385 0.9443 -1.9442 -1.084
Zr 0.5953 0.4944 -0.2068 0.810
N 1.0765 -1.5320 -1.1730 -0.789
H -0.9931 0.9430 0.3615 -0.046
H 0.7269 1.9761 -1.0564 0.046
H -1.4829 1.7575 -1.8521 0.260
H -1.0428 -0.0897 -1.5903 0.242
H -0.1476 0.9341 -2.9293 0.289
H 0.7065 -2.3269 -0.6651 0.241
H 2.0797 -1.7062 -1.2582 0.335
H 0.7300 -1.6523 -2.1358 0.335
C -2.4250 -1.4935 4.1923 -1.224
N -1.7301 -0.7731 3.1054 0.219
C -2.5672 0.2590 2.4826 -0.997
P -0.1048 -0.5211 3.0967 0.113
O 0.3514 -0.0513 1.7036 -0.355
N 0.3423 0.6115 4.2009 0.237
C 1.3707 1.6094 3.8822 -0.960
C 0.0985 0.4737 5.6526 -0.662
N 0.5103 -1.9970 3.5971 0.059
C 0.1131 -3.1610 2.7672 -0.994
C 1.9707 -2.0126 3.8672 -0.818
H -3.3599 -1.9110 3.7856 0.398
H -2.6652 -0.8201 5.0275 0.416
H -1.7987 -2.3114 4.5591 0.419
H -2.1968 1.2763 2.6902 0.349
H -2.5983 0.1438 1.3900 0.229
H -3.5840 0.1724 2.8658 0.424
H 1.1587 2.0834 2.9058 0.214
H 1.3532 2.3821 4.6424 0.428
H 2.3783 1.1719 3.8312 0.289
H -0.9431 0.1680 5.8313 0.098
H 0.7659 -0.2794 6.0989 0.282
H 0.2712 1.4499 6.1181 0.379
H 0.4792 -3.1159 1.7253 0.169
H 0.5391 -4.0507 3.2418 0.445
H -0.9726 -3.2492 2.7510 0.349
H 2.5888 -1.6922 3.0090 0.274
H 2.1913 -1.3627 4.7172 0.213
H 2.2447 -3.0394 4.1256 0.368
```

E_LUMO = -3.21 eV
Total energy = -964.6855 hartree
Largest force on an atom = 3.68 eV Å⁻¹
Gap between HOMO and LUMO = 0.265 hartree
Total charge = +1
Highest occupied orbital energy = -10.4 eV

---

# 3
A 7-piece molecular cluster, C7H26O7 overall in a non-equilibrium geometry, computed with wB97M-V/def2-TZVPD.

Geometry as XYZ:
```
40
Properties=species:S:1:pos:R:3:mulliken_charge:R:1
C -0.3148 3.3848 -1.1029 -1.370
C -0.4692 2.9347 0.1581 0.100
C 0.3076 1.7618 0.6637 -0.732
C -0.3285 0.4456 0.5623 0.464
C -1.9188 0.3906 0.6751 -0.105
C -2.5339 -0.7296 1.3175 -0.776
C -2.1519 -2.0234 0.6452 -0.579
O -2.5948 -2.2912 -0.7227 -0.544
H -0.7730 4.2107 -1.6216 0.378
H 0.1755 2.6337 -1.7297 0.450
H -1.3691 3.2031 0.8194 0.260
H 0.6320 2.0043 1.6533 0.389
H 1.2709 1.6373 0.0916 0.123
H -0.0397 0.0000 -0.3725 -0.345
H 0.0662 -0.2811 1.2268 0.783
H -2.2501 0.5320 -0.3864 0.213
H -2.2322 1.1954 1.2754 0.214
H -2.2226 -0.8439 2.4139 0.299
H -3.6555 -0.6733 1.2796 0.356
H -2.5624 -2.9822 1.0738 0.345
H -1.1302 -2.1468 0.5235 0.188
H -3.3171 -1.7553 -0.9292 0.289
O 3.2745 -1.9320 0.4732 -0.599
H 3.9001 -1.5923 -0.1124 0.266
H 2.8399 -2.7519 0.0749 0.305
O 3.3060 -0.3481 -1.6277 -0.588
H 2.4098 -0.4247 -1.6799 0.340
H 3.5893 -0.8225 -2.3574 0.288
O 0.6183 -0.1425 -2.3962 -0.668
H 0.6764 -0.2351 -3.3125 0.296
H -0.0902 -0.5395 -1.9376 0.170
O 1.1527 -2.0756 2.9144 -0.669
H 1.7854 -1.2980 3.0182 0.447
H 1.6887 -2.6218 2.2677 0.301
O 2.2292 0.0668 1.8371 -0.586
H 3.0780 0.2209 1.8853 0.207
H 1.8657 -0.7610 1.2542 0.131
O -1.7059 1.2173 -2.3937 -0.595
H -1.5956 2.0451 -2.0840 0.249
H -1.6104 1.3875 -3.3376 0.308
```

E_LUMO = 0.16 eV
SMILES string = C=CCCCCCO.O.O.O.O.O.O
Total energy = -808.8180 hartree
ΔE to the lowest compared entry with this formula, charge and spin = 446.4 kJ/mol
Largest force on an atom = 9.43 eV Å⁻¹
Gap between HOMO and LUMO = 0.351 hartree
Highest occupied orbital energy = -9.4 eV

---

# 4
A 8-piece molecular cluster, C7H28ClN14O11 overall in a non-equilibrium geometry, computed with wB97M-V/def2-TZVPD.

Geometry as XYZ:
```
61
Properties=species:S:1:pos:R:3:mulliken_charge:R:1
Cl 0.0458 -0.3139 0.5997 1.633
O 0.5942 -1.6219 0.3586 -0.567
O 0.8056 0.6102 -0.2065 -0.723
O -1.3157 -0.2246 0.1331 -0.723
O 0.1575 0.0638 1.9849 -0.893
C 2.6038 -5.5194 1.7798 0.558
O 3.1977 -6.5810 1.6403 -0.675
N 2.1954 -4.7510 0.7439 -0.209
N 2.2641 -5.0158 3.0094 -0.344
H 2.4605 -5.1152 -0.1548 0.134
H 1.6131 -3.9375 0.8167 0.176
H 2.6771 -5.2663 3.8854 0.198
H 1.6399 -4.2292 3.0657 0.165
C -4.3416 1.7296 -0.9481 0.485
O -4.5837 0.5745 -1.2430 -0.636
N -3.3042 2.1428 -0.1707 -0.157
N -5.2034 2.7728 -1.2836 -0.445
H -2.5405 1.4997 -0.0243 0.220
H -3.1335 3.1298 -0.0958 0.197
H -5.9795 2.5354 -1.8722 0.232
H -4.8536 3.7128 -1.3042 0.189
C -0.7927 3.9774 1.4725 0.432
O -1.4841 4.9874 1.4203 -0.726
N -1.1443 2.8240 2.0730 0.021
N 0.3937 3.8624 0.7771 -0.306
H -0.6179 1.9822 1.9309 -0.103
H -2.0359 2.7938 2.5336 0.232
H 1.1057 3.1918 1.0275 0.064
H 0.7943 4.7336 0.4675 0.265
C -2.0469 -3.7731 -1.9519 0.609
O -1.9847 -4.3483 -0.8725 -0.663
N -1.8642 -2.4324 -2.0829 -0.294
N -2.2112 -4.4806 -3.1203 -0.438
H -1.5988 -1.9905 -2.9420 0.219
H -1.6519 -1.9859 -1.2025 0.141
H -2.4285 -5.4467 -2.9609 0.239
H -2.4266 -3.9792 -3.9608 0.186
C 3.1872 -3.5049 -2.5787 0.617
O 3.7244 -4.2987 -3.3473 -0.692
N 3.8609 -2.8043 -1.6365 -0.316
N 1.8392 -3.2970 -2.5900 -0.281
H 4.8227 -3.0578 -1.5095 0.195
H 3.4201 -2.1107 -1.0606 0.186
H 1.3577 -3.8030 -3.3085 0.128
H 1.4356 -2.7134 -1.8770 0.180
C -0.5648 3.4046 -3.2166 0.489
O -0.9680 3.8015 -4.3035 -0.692
N 0.2201 2.3095 -3.0020 -0.296
N -0.7922 4.1167 -2.0714 -0.247
H 0.4332 1.8944 -2.1100 0.257
H 0.4013 1.7668 -3.8283 0.184
H -1.2766 4.9939 -2.0460 0.182
H -0.3307 3.8848 -1.2041 0.291
C 1.9515 3.0532 4.0410 0.670
O 2.3581 3.3352 2.9295 -0.624
N 2.2050 3.8074 5.1683 -0.432
N 1.2881 1.8855 4.3178 -0.268
H 1.7277 3.5864 6.0192 0.154
H 2.6953 4.6708 5.0352 0.235
H 0.9923 1.2548 3.5919 0.241
H 1.0069 1.7126 5.2638 0.144
```

E_LUMO = 2.24 eV
Total energy = -2338.1123 hartree
ΔE to the lowest compared entry with this formula, charge and spin = 0.0 kJ/mol
Largest force on an atom = 2.26 eV Å⁻¹
Gap between HOMO and LUMO = 0.353 hartree
Total charge = -1
Highest occupied orbital energy = -7.4 eV

---

# 5
C7H28HgO7 as an isolated structure in a non-equilibrium geometry, computed with wB97M-V/def2-TZVPD.

Geometry as XYZ:
```
43
Properties=species:S:1:pos:R:3:mulliken_charge:R:1
Hg -0.0114 -0.0704 -0.0408 2.197
C -1.4279 2.0686 2.2042 -0.807
O -1.5416 0.9365 1.3722 -0.444
H -1.8768 2.9814 1.8124 0.316
H -1.8814 1.9837 3.1918 0.360
H -0.3863 2.2606 2.4615 0.257
H -2.4764 0.7256 1.3159 0.205
C 2.4192 -1.0186 2.4479 -0.866
O 1.1230 -0.6111 2.0416 -0.341
H 2.7693 -0.2226 3.1053 0.364
H 2.3415 -1.9612 2.9898 0.325
H 3.0559 -1.2688 1.5994 0.276
H 0.6894 -0.4290 2.8785 0.216
C 2.3952 2.1256 0.6358 -0.702
O 2.0394 1.0671 -0.3067 -0.433
H 3.1812 2.6719 0.1143 0.363
H 1.5619 2.7468 0.9641 0.259
H 2.9113 1.6305 1.4583 0.233
H 2.9116 0.8016 -0.6073 0.245
C -2.5851 -1.2420 -2.1812 -0.786
O -1.4754 -0.4587 -2.0424 -0.348
H -3.2639 -0.7456 -2.8746 0.351
H -2.3704 -2.1873 -2.6796 0.276
H -3.0822 -1.2799 -1.2119 0.230
H -1.3106 -0.1261 -2.9277 0.247
C -0.6707 -3.1676 1.0842 -0.572
O -1.2712 -1.9148 0.6749 -0.415
H -0.8578 -3.8915 0.2912 0.332
H 0.3948 -2.9526 1.1649 0.111
H -1.0736 -3.6638 1.9672 0.307
H -2.1925 -2.1414 0.5286 0.236
C 1.6059 -1.3432 -2.6630 -0.738
O 1.1874 -1.6273 -1.2889 -0.485
H 1.1299 -0.4733 -3.1156 0.244
H 2.6590 -1.0817 -2.5605 0.314
H 1.5567 -2.2412 -3.2789 0.352
H 1.5717 -2.4573 -0.9972 0.229
C -1.6155 2.8351 -1.1639 -0.814
O -0.4902 2.0243 -1.1797 -0.185
H -1.9333 3.2495 -2.1207 0.338
H -2.4864 2.3033 -0.7809 0.258
H -1.3632 3.6896 -0.5359 0.311
H 0.1396 2.4754 -1.7466 0.183
```

E_LUMO = -6.66 eV
Total energy = -962.8870 hartree
ΔE to the lowest compared entry with this formula, charge and spin = 0.0 kJ/mol
Largest force on an atom = 2.52 eV Å⁻¹
Gap between HOMO and LUMO = 0.382 hartree
Total charge = +2
Highest occupied orbital energy = -17.1 eV